# 1
A structure of composition C2H4INO in a non-equilibrium geometry. Source: OMol25; level of theory: ωB97M-V/def2-TZVPD.

Geometry as ORCA input:
```
! RIJCOSX wB97M-V def2-TZVPD def2/J DEFGRID3
* xyz 0 1
C -0.089 -0.820 -0.287
C -0.351 1.067 0.000
N -0.429 -1.379 -1.337
O 0.089 1.252 1.278
I 0.931 -1.580 1.402
H -1.409 1.416 0.034
H 0.176 1.309 -0.958
H 0.048 -2.343 -1.562
H 1.034 1.078 1.429
*
```

E_LUMO: 0.5 eV
energy above the lowest of the compared OMol25 structures with the same formula, charge and spin: 163.2 kJ/mol
gap between HOMO and LUMO: 9.5 eV

=====

# 2
A structure of composition C30H52AsN3O2Si3V. Source: OMol25; level of theory: ωB97M-V/def2-TZVPD.

Geometry as ORCA input:
```
! RIJCOSX wB97M-V def2-TZVPD def2/J DEFGRID3
* xyz 2 2
V -0.495 -0.313 0.813
C 1.011 -2.702 1.872
N -0.333 -2.505 1.266
C -1.328 -3.023 2.264
C -2.779 -2.578 2.105
C -3.062 -1.157 2.593
N -1.863 -0.316 2.514
C -1.620 0.409 3.544
C -0.407 1.136 3.841
C -0.350 1.937 4.987
C 0.846 2.488 5.398
C 2.013 2.200 4.692
C 1.988 1.392 3.568
C 0.773 0.888 3.129
O 0.687 0.117 2.017
C -0.333 -3.350 0.036
C -1.605 -3.373 -0.785
C -1.981 -2.023 -1.373
N -2.094 -0.901 -0.417
C -3.162 -0.182 -0.512
C -3.379 1.101 0.091
C -4.673 1.652 0.111
C -4.885 2.919 0.598
C -3.792 3.677 1.034
C -2.507 3.174 0.989
C -2.290 1.875 0.529
O -1.045 1.400 0.442
H 1.182 -3.767 2.056
H 1.080 -2.163 2.813
H 1.778 -2.334 1.193
H -0.974 -2.720 3.250
H -1.273 -4.116 2.234
H -3.392 -3.265 2.690
H -3.113 -2.682 1.083
H -3.402 -1.180 3.630
H -3.859 -0.706 2.001
H -2.365 0.425 4.342
H -1.256 2.112 5.555
H 0.883 3.116 6.276
H 2.957 2.607 5.029
H 2.889 1.162 3.021
H -0.077 -4.374 0.333
H 0.480 -2.980 -0.588
H -2.429 -3.835 -0.249
H -1.413 -4.036 -1.633
H -2.914 -2.111 -1.934
H -1.204 -1.734 -2.088
H -3.972 -0.555 -1.143
H -5.504 1.062 -0.259
H -5.881 3.336 0.626
H -3.953 4.681 1.402
H -1.657 3.764 1.306
C 3.684 -1.029 -3.416
Si 2.336 -1.780 -2.378
C 1.127 -2.721 -3.449
C 3.175 -2.892 -1.130
As 1.066 -0.034 -1.284
Si -0.006 1.240 -3.042
C 1.101 1.242 -4.541
C -0.278 2.967 -2.397
C -1.638 0.489 -3.547
Si 2.747 1.512 -0.504
C 3.919 0.461 0.506
C 1.945 2.878 0.484
C 3.648 2.299 -1.935
H 4.173 -1.859 -3.937
H 4.447 -0.540 -2.811
H 3.330 -0.332 -4.171
H 1.691 -3.371 -4.123
H 0.523 -2.057 -4.069
H 0.456 -3.362 -2.873
H 3.933 -3.461 -1.676
H 2.525 -3.619 -0.648
H 3.701 -2.324 -0.360
H 2.106 1.612 -4.345
H 0.646 1.911 -5.277
H 1.175 0.257 -5.003
H 0.640 3.554 -2.432
H -0.662 2.979 -1.378
H -1.008 3.465 -3.040
H -1.557 -0.548 -3.874
H -1.985 1.068 -4.409
H -2.407 0.573 -2.780
H 3.406 -0.211 1.195
H 4.582 1.106 1.090
H 4.556 -0.140 -0.146
H 1.123 2.557 1.120
H 1.571 3.654 -0.184
H 2.711 3.335 1.116
H 4.332 1.621 -2.440
H 4.244 3.123 -1.530
H 2.977 2.730 -2.677
*
```

E_LUMO (spin up / spin down): -7.1 / -6.5 eV
gap between HOMO and LUMO (spin up / spin down): 6.8 / 7.5 eV
⟨S²⟩: 0.77

=====

# 3
A structure of composition C27H34N4O2SiV in a non-equilibrium geometry. Source: OMol25; level of theory: ωB97M-V/def2-TZVPD.

Geometry as ORCA input:
```
! RIJCOSX wB97M-V def2-TZVPD def2/J DEFGRID3
* xyz 2 2
V 0.524 0.128 0.135
C -0.486 -2.204 3.591
C 0.193 -1.423 2.530
N -0.393 -0.980 1.458
N -1.720 -1.132 1.273
C -2.042 -0.631 0.104
O -1.042 -0.176 -0.629
C -3.413 -0.596 -0.359
C -4.449 -1.050 0.466
C -5.745 -1.051 -0.009
C -6.018 -0.595 -1.295
C -4.994 -0.124 -2.108
C -3.693 -0.124 -1.646
C 1.607 -1.095 2.524
C 2.504 -1.447 3.522
C 3.849 -1.177 3.337
C 4.252 -0.589 2.144
C 3.300 -0.242 1.207
N 1.988 -0.447 1.396
H -1.523 -2.379 3.322
H -0.446 -1.683 4.551
H 0.023 -3.162 3.720
H -4.214 -1.392 1.464
H -6.550 -1.411 0.618
H -7.035 -0.606 -1.663
H -5.214 0.237 -3.103
H -2.884 0.233 -2.270
H 2.150 -1.937 4.418
H 4.575 -1.435 4.096
H 5.297 -0.405 1.938
H 3.601 0.214 0.274
C -2.177 3.046 1.310
C -1.904 2.405 2.692
C -0.422 2.051 2.648
O -0.152 1.811 1.249
C -0.878 2.837 0.521
H -2.398 4.107 1.397
H -3.016 2.562 0.814
H -2.509 1.510 2.832
H -2.114 3.085 3.513
H -0.163 1.157 3.211
H 0.196 2.885 2.987
H -1.034 2.490 -0.499
H -0.274 3.745 0.499
C 0.201 -2.555 -2.552
Si 1.895 -1.900 -2.059
C 2.642 -3.021 -0.745
C 3.084 -1.530 -3.463
N 1.541 -0.328 -1.213
C 1.572 0.930 -1.815
C 1.134 1.131 -3.139
C 1.156 2.385 -3.706
C 1.601 3.486 -2.975
C 2.012 3.319 -1.667
C 2.003 2.057 -1.083
H 0.323 -3.399 -3.234
H -0.415 -1.808 -3.054
H -0.346 -2.912 -1.677
H 2.757 -4.017 -1.179
H 2.002 -3.120 0.134
H 3.633 -2.694 -0.426
H 3.853 -2.303 -3.502
H 3.584 -0.567 -3.345
H 2.578 -1.528 -4.430
H 0.791 0.277 -3.710
H 0.832 2.513 -4.731
H 1.643 4.464 -3.435
H 2.377 4.168 -1.104
H 2.393 1.943 -0.074
*
```

E_LUMO (spin up / spin down): -7.2 / -7.5 eV
gap between HOMO and LUMO (spin up / spin down): 6.9 / 6.6 eV
⟨S²⟩: 0.79